{"formula": "C37H71Br2ClF4N22O14PS3", "method": "wB97M-V/def2-TZVPD", "max_force_ev_per_a": 1.68, "homo_energy_ha": -0.3485, "e_lumo_ev": -2.46, "charge": 1, "energy_ha": -11254.17800, "symbols": ["C", "C", "O", "C", "C", "O", "N", "C", "C", "N", "C", "C", "C", "F", "Br", "C", "F", "F", "Br", "C", "C", "C", "C", "S", "C", "S", "N", "C", "C", "C", "C", "C", "C", "C", "C", "C", "C", "C", "C", "P", "O", "Cl", "C", "N", "S", "O", "O", "F", "H", "H", "H", "H", "H", "H", "H", "H", "H", "H", "H", "H", "H", "H", "H", "H", "H", "H", "H", "H", "H", "H", "H", "H", "H", "H", "H", "H", "H", "H", "H", "H", "H", "H", "H", "C", "O", "N", "N", "H", "H", "H", "H", "C", "O", "N", "N", "H", "H", "H", "H", "C", "O", "N", "N", "H", "H", "H", "H", "C", "O", "N", "N", "H", "H", "H", "H", "C", "O", "N", "N", "H", "H", "H", "H", "C", "O", "N", "N", "H", "H", "H", "H", "C", "O", "N", "N", "H", "H", "H", "H", "C", "O", "N", "N", "H", "H", "H", "H", "C", "O", "N", "N", "H", "H", "H", "H"], "coordinates": [[-0.270620, -1.706517, -5.408708], [-0.475671, -2.833744, -4.415195], [0.697269, -2.999562, -3.598975], [0.626198, -2.358380, -2.357422], [0.623318, -3.450533, -1.299699], [0.304365, -3.014528, 0.057516], [-0.805852, -2.203997, 0.054343], [-2.092413, -2.804486, -0.270346], [-0.626725, -0.956244, 0.332819], [-1.644643, -0.029042, 0.262439], [-2.653394, -0.121831, 1.318632], [-3.926128, 0.694455, 1.032613], [-5.190856, -0.040114, 1.462885], [-4.968749, -0.749716, 2.597040], [-6.536953, 1.306224, 1.923306], [-5.756998, -0.990013, 0.334385], [-5.056988, -0.789616, -0.801065], [-7.038072, -0.773292, 0.048014], [-5.568444, -2.862323, 0.814894], [-0.988924, 1.304159, 0.005928], [-1.047355, 2.247566, 1.201939], [0.048141, 3.302417, 1.390432], [0.000153, 4.581437, 0.550215], [1.241865, 4.534189, -0.752254], [1.042583, 6.102411, -1.527461], [-0.001353, 7.215514, -0.980997], [1.838227, 6.378388, -2.677797], [1.794554, 5.305798, -3.655983], [0.741317, 5.314776, -4.568853], [0.665987, 4.344595, -5.566687], [1.639057, 3.349446, -5.658135], [2.678117, 3.325071, -4.725496], [2.755501, 4.295438, -3.727878], [3.201312, 6.793087, -2.388202], [3.795223, 6.747733, -1.129138], [5.122243, 7.155860, -0.956910], [5.864483, 7.615677, -2.042869], [5.260412, 7.684346, -3.298732], [3.941256, 7.277601, -3.472983], [-1.880948, 1.856178, -1.626644], [-2.377809, 3.368449, -1.276053], [-0.338755, 2.292967, -2.877219], [0.427035, 0.845214, -0.345515], [0.559069, -0.304470, 0.604158], [2.002946, -0.999023, 1.027233], [2.777905, -1.380772, -0.096689], [1.761719, -1.854348, 2.124454], [2.589694, 0.333868, 1.543362], [-1.128811, -1.662881, -6.076621], [0.602459, -1.941768, -6.012155], [-0.132418, -0.751707, -4.904813], [-0.614785, -3.762375, -4.954082], [-1.361469, -2.683383, -3.798394], [-0.255143, -1.712836, -2.289541], [1.507478, -1.727468, -2.235449], [1.620502, -3.868551, -1.207935], [-0.041785, -4.263968, -1.585652], [-2.677968, -2.097075, -0.851709], [-2.634495, -3.017214, 0.647465], [-1.918376, -3.740748, -0.782265], [-2.961982, -1.156844, 1.444313], [-2.245324, 0.155834, 2.281418], [-4.000688, 0.996954, -0.007294], [-3.887729, 1.603589, 1.625674], [-1.057043, 1.678115, 2.130569], [-1.998103, 2.785708, 1.185270], [1.045961, 2.865078, 1.364518], [-0.083329, 3.625452, 2.421602], [0.291359, 5.411906, 1.188488], [-0.985462, 4.828795, 0.168589], [-0.010338, 6.088573, -4.503593], [-0.135663, 4.364704, -6.290218], [1.597904, 2.612233, -6.445593], [3.433654, 2.554668, -4.778938], [3.575840, 4.255113, -3.024487], [3.248349, 6.405159, -0.264937], [5.564572, 7.086300, 0.025419], [6.889898, 7.917425, -1.902213], [5.798559, 8.064342, -4.154649], [3.482759, 7.332105, -4.449771], [-2.842754, 3.428797, -0.432931], [1.228485, 1.573356, -0.342716], [0.457676, 0.403852, -1.341086], [-1.415964, -1.239011, 4.964505], [-1.182451, -0.085321, 4.610688], [-2.533391, -1.584919, 5.651442], [-0.559891, -2.265770, 4.678099], [-2.701557, -2.531503, 5.935388], [-3.208759, -0.864768, 5.888072], [0.281706, -2.047917, 4.177057], [-0.742071, -3.215169, 4.955290], [9.725190, 6.478095, -2.721410], [9.081180, 7.393064, -2.230108], [11.046091, 6.598711, -3.025271], [9.156310, 5.265906, -3.007683], [11.592825, 5.867535, -3.438355], [11.495658, 7.472317, -2.818640], [8.182446, 5.155547, -2.796374], [9.663127, 4.502161, -3.411581], [-4.936521, 1.127485, 7.431208], [-4.413875, 0.357725, 6.633729], [-5.078694, 2.454881, 7.167916], [-5.418842, 0.718830, 8.637412], [-5.509312, 3.096402, 7.807784], [-4.731254, 2.791039, 6.290202], [-5.325907, -0.252663, 8.866746], [-5.854823, 1.341095, 9.299536], [-8.714313, 0.881518, 10.047219], [-8.106777, 1.942849, 10.073519], [-9.648432, 0.545729, 10.981555], [-8.474559, -0.044405, 9.071695], [-10.151184, -0.320617, 10.971925], [-9.833059, 1.212426, 11.707462], [-7.786499, 0.216762, 8.388692], [-8.927595, -0.935738, 9.009385], [12.666403, 8.654346, -5.479762], [13.329620, 8.216887, -4.551442], [13.215979, 8.921584, -6.702539], [11.329298, 8.907695, -5.366120], [12.691518, 9.282658, -7.475683], [14.196721, 8.746682, -6.813039], [10.905775, 8.725231, -4.476245], [10.764091, 9.266285, -6.111175], [-2.213767, -5.871877, 5.155825], [-1.282298, -5.495350, 5.852090], [-2.048402, -6.641831, 4.044762], [-3.516971, -5.555387, 5.442660], [-2.817380, -6.961086, 3.475012], [-1.111886, -6.904308, 3.800607], [-3.690699, -5.008151, 6.264236], [-4.290655, -5.859176, 4.880557], [-2.752590, -5.988174, -4.295590], [-2.726265, -4.846446, -4.739499], [-3.735215, -6.395168, -3.425494], [-1.832371, -6.929169, -4.618319], [-3.788116, -7.323995, -3.053618], [-4.440629, -5.726778, -3.181777], [-1.098694, -6.672722, -5.250309], [-1.836717, -7.865082, -4.262660], [1.401465, -9.187977, -4.549505], [0.363161, -8.548266, -4.650694], [2.188517, -9.123270, -3.436211], [1.847722, -10.009294, -5.540469], [3.042276, -9.637759, -3.334362], [1.884858, -8.525135, -2.692162], [1.289436, -10.075334, -6.370739], [2.695410, -10.539867, -5.477754], [-3.825167, -9.671204, 3.373879], [-4.016470, -8.640182, 2.737257], [-4.010050, -10.900553, 2.816246], [-3.416468, -9.668538, 4.674079], [-3.863140, -11.758241, 3.313033], [-4.313099, -10.933077, 1.861279], [-3.256769, -8.780393, 5.112856], [-3.258006, -10.506388, 5.200500]], "atomic_forces_ev_per_a": [[-0.1, -0.3, 0.2], [0.4, 0.0, -0.5], [-0.3, 0.1, 0.1], [0.4, 0.1, -0.1], [0.0, -0.2, 0.0], [0.1, 0.1, -0.1], [0.2, -0.4, 0.1], [-0.2, 0.1, 0.5], [-0.4, 0.7, 0.8], [0.4, -0.1, 0.0], [-1.0, -0.4, 0.0], [0.5, 0.3, 0.4], [-0.5, 0.5, -0.1], [0.1, 0.0, 0.0], [0.1, -0.2, -0.2], [0.0, -0.2, 0.1], [0.0, 0.0, 0.0], [0.1, 0.0, 0.0], [0.0, 0.0, 0.0], [0.3, 0.2, -0.7], [0.0, 0.3, 0.0], [-0.1, 0.1, 0.1], [0.4, 0.2, 0.4], [-0.1, -0.1, -0.5], [-0.6, 0.5, 0.1], [0.1, 0.1, 0.1], [1.0, -1.2, 0.5], [-0.3, -0.1, -0.4], [0.1, -0.2, -0.1], [0.3, -0.2, 0.2], [0.1, 0.4, 0.4], [-0.4, 0.3, 0.0], [-0.1, -0.1, -0.2], [0.1, 0.5, -0.3], [0.1, 0.1, -0.1], [-0.3, 0.0, -0.7], [-0.3, 0.0, 0.2], [-0.4, -0.2, 0.2], [0.3, 0.0, 0.4], [-0.5, -0.3, 0.1], [0.2, 0.1, 0.0], [0.1, 0.2, -0.1], [0.0, -0.5, -0.3], [0.1, -0.3, -0.7], [0.0, -0.6, -0.2], [-0.1, 0.2, 0.2], [0.1, 0.3, 0.0], [0.2, 0.1, 0.1], [-0.1, 0.2, 0.0], [0.1, 0.2, 0.0], [0.0, 0.2, -0.1], [-0.1, -0.1, 0.1], [-0.1, 0.0, 0.1], [-0.1, 0.0, 0.0], [0.0, 0.1, 0.1], [0.1, 0.0, 0.2], [-0.2, 0.1, -0.1], [0.0, 0.0, -0.2], [0.0, -0.1, 0.1], [0.0, 0.0, -0.3], [0.2, -0.2, -0.2], [0.2, 0.1, 0.3], [-0.1, -0.1, -0.1], [0.0, 0.1, 0.1], [0.0, -0.2, 0.0], [-0.1, 0.0, 0.1], [0.0, -0.1, 0.0], [0.1, 0.0, 0.1], [-0.1, 0.1, 0.0], [0.0, -0.1, -0.3], [0.0, 0.1, 0.0], [-0.1, 0.1, 0.0], [0.0, -0.1, -0.1], [0.1, 0.0, 0.0], [0.0, 0.2, 0.1], [-0.1, -0.1, 0.0], [0.1, 0.1, 0.1], [0.1, 0.0, -0.1], [0.1, 0.0, 0.0], [-0.1, 0.0, 0.0], [-0.1, 0.1, -0.1], [0.0, 0.1, 0.6], [0.0, 0.1, -0.1], [0.0, -0.2, 0.1], [0.0, 0.1, -0.4], [-0.1, 0.1, -0.2], [-0.1, -0.1, -0.2], [0.1, 0.0, 0.0], [0.1, -0.1, 0.1], [0.0, 0.0, 0.1], [0.1, -0.1, 0.1], [0.1, -0.1, 0.0], [0.0, 0.1, 0.0], [-0.1, 0.0, 0.1], [0.0, 0.0, 0.0], [0.0, 0.0, 0.0], [0.2, -0.1, 0.0], [0.0, 0.0, 0.0], [0.0, 0.0, 0.0], [0.0, 0.1, 0.1], [-0.1, 0.0, 0.0], [0.0, 0.0, 0.0], [-0.1, 0.0, 0.0], [0.0, 0.0, 0.0], [0.0, 0.0, 0.0], [0.1, 0.0, 0.0], [-0.1, 0.0, 0.0], [0.0, -0.1, 0.0], [0.1, 0.0, 0.0], [0.1, 0.1, 0.0], [0.0, 0.0, 0.0], [0.0, 0.0, 0.0], [0.0, 0.0, 0.0], [0.0, -0.1, -0.1], [-0.1, 0.0, 0.0], [0.0, 0.0, 0.0], [-0.1, 0.0, 0.0], [0.0, 0.0, 0.0], [0.1, 0.0, 0.0], [0.0, 0.0, 0.0], [0.0, 0.0, 0.0], [-0.1, 0.0, 0.0], [0.0, 0.0, 0.0], [-0.1, -0.1, -0.1], [0.0, 0.2, -0.1], [-0.1, 0.1, 0.0], [0.0, 0.0, 0.0], [0.0, -0.2, 0.0], [0.0, 0.0, 0.0], [0.0, -0.1, 0.1], [0.0, 0.0, 0.0], [-0.1, -0.1, -0.1], [0.0, 0.0, 0.1], [0.1, 0.1, 0.1], [-0.3, 0.3, 0.0], [0.0, 0.0, 0.0], [0.0, 0.0, -0.1], [0.1, -0.1, 0.0], [0.2, 0.0, 0.0], [0.0, 0.0, -0.1], [0.1, -0.1, 0.0], [0.0, 0.0, 0.0], [0.0, 0.0, 0.0], [0.0, 0.0, 0.0], [0.0, 0.0, 0.0], [0.0, 0.0, 0.0], [0.0, 0.0, 0.0], [0.0, -0.1, 0.0], [0.1, 0.2, 0.1], [0.0, 0.0, 0.0], [-0.1, 0.0, -0.1], [0.0, 0.0, 0.0], [0.0, 0.0, 0.0], [0.1, 0.0, 0.0], [0.0, 0.0, 0.0]], "mulliken_charge": [-1.1803, 0.0965, -0.4711, 0.2654, -0.8362, -0.3077, 1.2121, -1.1215, -2.0449, 1.5134, -0.4134, -1.7515, 0.3354, -0.1818, -0.0845, 0.7038, -0.2305, -0.2342, -0.1089, 1.3110, -1.0076, -1.7808, -1.1220, 0.1298, -0.3091, -0.1731, 0.3631, -0.4092, -0.5474, -0.6107, -0.5445, -0.8404, 0.4598, 0.1797, -0.1640, -0.9322, -0.4747, -0.7779, -0.0375, 0.3021, -0.5327, 0.1124, -2.2322, 0.8012, 1.0238, -0.5775, -0.5582, -0.1929, 0.4175, 0.3017, 0.2248, 0.1921, 0.2112, 0.1442, 0.2108, 0.3917, 0.3417, 0.4347, 0.4225, 0.2272, 0.7494, 0.0252, 0.4309, 0.7389, 0.2674, 0.5270, 0.6353, 0.5196, 0.7929, 0.5254, 0.4884, 0.4188, 0.4604, 0.4230, 0.5234, 0.4104, 0.4043, 0.6182, 0.4099, 0.4304, 0.4232, 0.6215, 0.5206, 0.8133, -0.7159, -0.1969, -0.2829, 0.0571, 0.3182, 0.0889, 0.1592, 0.6816, -0.6544, -0.3958, -0.3556, 0.1060, 0.2197, 0.2116, 0.1622, 0.5563, -0.6996, -0.3619, -0.4640, 0.1894, 0.2047, 0.2007, 0.1814, 0.6394, -0.6528, -0.3878, -0.3579, 0.1601, 0.2291, 0.2274, 0.1668, 0.6717, -0.6344, -0.3975, -0.3023, 0.1569, 0.2240, 0.1209, 0.1742, 0.6197, -0.7005, -0.2948, -0.3471, 0.1391, 0.1744, 0.2255, 0.1909, 0.7010, -0.6521, -0.4077, -0.2471, 0.1552, 0.2114, 0.1695, 0.1411, 0.6026, -0.6373, -0.3733, -0.3895, 0.1728, 0.2009, 0.2174, 0.1707, 0.6698, -0.6711, -0.4037, -0.3346, 0.1641, 0.2195, 0.1759, 0.1735]}